No. 1
{
  "formula": "C35H45ClF3KN2OPS2SbSe2",
  "method": "the ωB97M-V functional and the def2-TZVPD basis",
  "elements": ["K", "F", "C", "F", "F", "C", "C", "C", "C", "N", "C", "S", "H", "H", "H", "Se", "P", "Se", "C", "C", "C", "C", "C", "C", "C", "C", "C", "C", "C", "C", "H", "H", "H", "H", "H", "H", "H", "H", "H", "H", "C", "C", "Sb", "C", "C", "C", "C", "H", "H", "H", "H", "H", "H", "H", "H", "H", "H", "H", "H", "H", "H", "H", "O", "S", "C", "C", "C", "C", "H", "H", "H", "H", "H", "H", "H", "H", "N", "H", "H", "H", "Cl", "C", "C", "C", "C", "C", "C", "C", "H", "H", "H", "H", "H", "H"],
  "xyz": [[0.602, 0.412, 0.310], [5.864, 0.152, -2.368], [5.590, -1.159, -2.292], [5.093, -1.529, -3.491], [6.809, -1.775, -2.214], [4.716, -1.540, -1.136], [5.199, -2.450, -0.215], [4.418, -2.829, 0.865], [3.170, -2.240, 0.974], [2.675, -1.378, 0.101], [3.403, -1.004, -0.980], [2.706, 0.102, -2.097], [6.193, -2.860, -0.338], [4.777, -3.524, 1.611], [2.526, -2.465, 1.821], [-3.750, 1.422, -0.702], [-2.374, 3.061, -0.460], [-1.080, 3.115, 1.239], [-1.367, 3.124, -2.001], [0.011, 2.965, -1.975], [0.738, 2.880, -3.158], [0.089, 2.995, -4.377], [-1.289, 3.191, -4.411], [-2.013, 3.244, -3.232], [-3.278, 4.659, -0.585], [-2.561, 5.844, -0.422], [-3.196, 7.069, -0.542], [-4.557, 7.125, -0.817], [-5.276, 5.950, -0.970], [-4.638, 4.719, -0.858], [0.519, 2.897, -1.020], [1.805, 2.705, -3.115], [0.651, 2.926, -5.301], [-1.800, 3.283, -5.362], [-3.092, 3.350, -3.258], [-1.506, 5.788, -0.179], [-2.630, 7.984, -0.412], [-5.055, 8.084, -0.904], [-6.339, 5.988, -1.176], [-5.184, 3.790, -0.972], [-0.517, -5.467, 1.309], [-0.293, -4.081, 0.712], [-0.871, -2.328, 1.881], [-2.982, -2.337, 1.395], [-3.600, -3.631, 0.877], [-0.957, -3.292, 3.838], [-2.211, -4.083, 4.194], [-0.118, -6.256, 0.661], [-1.578, -5.672, 1.459], [-0.026, -5.568, 2.280], [-0.826, -3.973, -0.235], [0.763, -3.931, 0.475], [-3.078, -1.541, 0.652], [-3.489, -1.982, 2.293], [-3.072, -4.003, -0.004], [-4.645, -3.479, 0.587], [-3.578, -4.419, 1.631], [-0.826, -2.464, 4.537], [-0.062, -3.916, 3.919], [-3.106, -3.471, 4.067], [-2.192, -4.424, 5.235], [-2.324, -4.966, 3.563], [-0.768, -1.302, -0.993], [-1.585, -1.371, -2.245], [-0.753, -2.597, -3.323], [0.218, -1.846, -4.223], [-0.503, -0.554, -4.602], [-1.028, 0.015, -3.291], [-1.540, -3.099, -3.892], [-0.287, -3.312, -2.644], [0.497, -2.439, -5.096], [1.125, -1.598, -3.665], [-1.327, -0.759, -5.294], [0.167, 0.163, -5.079], [-1.834, 0.740, -3.374], [-0.206, 0.442, -2.712], [-2.096, 0.137, 3.554], [-1.133, 0.471, 3.573], [-2.535, 0.469, 4.405], [-2.531, 0.640, 2.784], [1.973, 3.642, 3.357], [3.103, 2.303, 3.197], [4.376, 2.591, 2.760], [5.333, 1.588, 2.619], [4.947, 0.283, 2.948], [3.678, -0.004, 3.386], [2.638, 0.984, 3.517], [1.344, 0.665, 3.897], [4.620, 3.620, 2.521], [6.324, 1.811, 2.246], [5.661, -0.529, 2.845], [3.417, -1.027, 3.639], [0.616, 1.441, 4.088], [1.109, -0.353, 4.187]],
  "mulliken_charge": [1.2869, -0.2251, 0.5342, -0.2436, -0.3434, -0.0553, -0.2666, -1.2242, -0.2442, 0.3237, -0.1661, -0.4434, 0.4243, 0.3816, 0.4837, -0.5702, 0.7641, -0.3605, 0.5678, -0.6725, -0.4369, -0.6516, -0.3918, -0.9654, 0.1824, -0.5223, -0.6701, -0.3367, -0.5520, -0.2393, 0.7312, 0.4100, 0.4046, 0.3342, 0.3623, 0.3478, 0.3634, 0.3431, 0.3656, 0.2577, -1.2205, -0.2646, -0.0620, -0.5509, -1.0938, -0.8734, -1.1177, 0.3999, 0.1593, 0.2756, -0.1211, 0.4469, 0.1412, 0.5319, 0.2141, 0.4013, 0.1929, 0.4284, 0.5275, 0.2680, 0.3891, 0.1727, 0.1641, 0.2599, -0.6846, -0.3136, -0.7746, 0.5697, 0.4323, 0.2651, 0.4605, -0.1080, 0.3100, 0.2818, 0.3098, -0.6812, -0.5221, -0.0059, 0.2107, 0.1511, -0.3013, 0.4946, -0.4569, -0.6716, -0.4309, -0.4895, 0.8097, -1.5494, 0.3593, 0.3260, 0.3261, 0.2815, 0.3530, 0.0921],
  "e_tot_ev": -247246.6714,
  "homo_energy_ev": -0.311,
  "gap_ha": 0.149,
  "spin_multiplicity": 1,
  "de_lowest_kj_mol": 58.4,
  "charge": -2
}

=====

No. 2
{
  "formula": "C4H8O3S",
  "method": "the ωB97M-V functional and the def2-TZVPD basis",
  "elements": ["O", "C", "C", "S", "C", "O", "C", "O", "H", "H", "H", "H", "H", "H", "H", "H"],
  "xyz": [[-1.643, 1.567, 0.782], [-0.623, 1.455, -0.186], [-0.109, 0.087, -0.353], [-1.187, -1.253, -0.808], [1.339, -0.208, -0.460], [2.226, 0.822, -0.865], [0.844, -0.148, 0.829], [0.677, -1.301, 1.669], [-2.055, 2.491, 0.708], [-1.085, 1.857, -1.163], [0.234, 2.241, -0.084], [-2.239, -0.967, -0.096], [1.472, -1.199, -0.798], [2.928, 0.874, -0.130], [1.022, 0.672, 1.495], [-0.070, -1.735, 1.333]],
  "nbo_charge": [-0.7295, -0.0698, -0.2655, 0.0068, 0.0590, -0.6935, 0.0649, -0.7021, 0.4805, 0.1621, 0.1916, 0.1399, 0.2014, 0.4781, 0.2054, 0.4704],
  "e_tot_ev": -21252.8476,
  "homo_energy_ev": -9.073,
  "gap_ha": 0.355,
  "spin_multiplicity": 1,
  "de_lowest_kj_mol": 277.0,
  "charge": 0
}

=====

No. 3
{
  "formula": "CH4IOPS",
  "method": "the ωB97M-V functional and the def2-TZVPD basis",
  "elements": ["C", "P", "O", "S", "I", "H", "H", "H", "H"],
  "xyz": [[0.835, 0.709, -0.706], [-0.406, -0.528, 0.103], [-0.180, -0.327, 1.661], [-0.495, -2.353, -0.403], [-2.536, 0.618, -0.097], [0.467, 0.762, -1.669], [0.722, 1.743, -0.379], [1.972, 0.415, -0.769], [-0.377, -1.039, 2.257]],
  "nbo_charge": [-0.9313, 1.3089, -1.0137, -0.5069, -0.1293, 0.2337, 0.2522, 0.2616, 0.5248],
  "e_tot_ev": -31375.5459,
  "homo_energy_ev": -9.139,
  "gap_ha": 0.337,
  "spin_multiplicity": 1,
  "de_lowest_kj_mol": 19.6,
  "charge": 0
}

=====

No. 4
{
  "formula": "C4H12NO2",
  "method": "the ωB97M-V functional and the def2-TZVPD basis",
  "elements": ["C", "C", "C", "N", "C", "O", "H", "H", "H", "H", "H", "H", "H", "H", "H", "H", "H", "H", "O"],
  "xyz": [[0.037, -1.429, 0.595], [0.890, -0.178, 0.227], [1.133, 0.701, 1.502], [0.107, 0.650, -0.676], [-1.285, 1.445, -0.337], [-1.430, 1.960, 0.887], [-1.065, -1.252, 0.535], [0.326, -1.822, 1.581], [0.279, -2.192, -0.151], [1.849, -0.490, -0.245], [0.272, 0.763, 2.163], [1.301, 1.740, 1.208], [1.856, 0.220, 2.169], [0.724, 1.475, -0.862], [-2.019, 0.598, -0.542], [-1.286, 2.100, -1.303], [-1.196, -1.972, -2.240], [-0.212, -0.757, -1.999], [-0.282, -1.559, -2.512]],
  "nbo_charge": [-0.6330, -0.0389, -0.6369, -0.7657, 0.1647, -0.9135, 0.2193, 0.1873, 0.2083, 0.1688, 0.2401, 0.2114, 0.1639, 0.3309, 0.0547, 0.0729, 0.4514, 0.5059, -0.9916],
  "e_tot_ev": -9926.8753,
  "homo_energy_ev": -2.988,
  "gap_ha": 0.257,
  "spin_multiplicity": 1,
  "de_lowest_kj_mol": 130.1,
  "charge": -1
}

=====

Which formula does entry 2 have? C4H8O3S

=====

Number 3 is which compound? CH4IOPS